Computed, not measured: 9 unconnected molecules or ions with the total composition C9H27N9O18 in a non-equilibrium geometry, with the ωB97M-V functional and the def2-TZVPD basis.

The geometry in XYZ format:
```
63
Properties=species:S:1:pos:R:3
C -1.6051 -2.3596 3.1407
N -0.8709 -3.2821 2.2286
O 0.3418 -3.3302 2.3194
O -1.5192 -3.8898 1.4063
H -0.9237 -1.8715 3.8245
H -2.3295 -3.0205 3.6131
H -2.1444 -1.5932 2.5918
C 0.9571 -5.3723 -0.3401
N 0.7003 -4.0974 -1.0187
O -0.2403 -4.0525 -1.7758
O 1.3743 -3.1460 -0.7004
H 0.2729 -5.3865 0.5067
H 2.0111 -5.4784 -0.1227
H 0.6037 -6.2012 -0.9506
C -4.2108 1.7830 2.9313
N -4.9542 0.5105 2.7551
O -4.9596 -0.2533 3.6953
O -5.5651 0.3524 1.7339
H -3.9397 1.7744 3.9819
H -4.8757 2.5678 2.5949
H -3.2616 1.7634 2.3955
C 2.8220 3.3723 -0.9914
N 4.3186 3.3503 -0.8826
O 4.8502 4.4228 -0.6681
O 4.8765 2.2763 -0.9720
H 2.6902 3.6781 -2.0305
H 2.4399 4.0660 -0.2559
H 2.4172 2.3694 -0.9117
C 4.1466 0.5471 -3.8535
N 3.2164 -0.5258 -3.3642
O 3.1875 -1.5663 -3.9878
O 2.5318 -0.2803 -2.3920
H 4.6394 0.1458 -4.7261
H 4.8104 0.8493 -3.0484
H 3.4416 1.3682 -3.9943
C -0.3160 4.1492 -3.0834
N -0.0827 2.9176 -2.2704
O -0.6758 2.8445 -1.2128
O 0.5581 2.0192 -2.7823
H -1.3076 4.5361 -2.8693
H -0.2549 3.9022 -4.1374
H 0.4017 4.9184 -2.8064
C -1.8496 0.1379 5.4511
N -0.5011 0.5050 5.9615
O -0.4124 0.7530 7.1490
O 0.4348 0.5109 5.1860
H -2.5218 0.8281 5.9527
H -2.0585 -0.8563 5.8377
H -1.8504 0.1936 4.3705
C 0.7887 0.1263 0.1946
N -0.5155 -0.1018 0.8603
O -0.6326 0.4419 1.9430
O -1.2849 -0.8606 0.3352
H 1.5022 -0.6593 0.4304
H 1.2105 1.0924 0.4424
H 0.6081 0.0959 -0.8754
C -0.2954 -1.0692 -3.5467
N -1.6651 -0.9462 -4.1690
O -1.7782 -0.2094 -5.1343
O -2.5730 -1.5912 -3.6856
H -0.3586 -1.9708 -2.9490
H -0.2324 -0.1549 -2.9602
H 0.4128 -1.0425 -4.3644
```

Computed properties:
ΔE to the lowest compared entry with this formula, charge and spin (kJ/mol): 63.7
Spin multiplicity: 1
Structure (SMILES): C[N+](=O)[O-].C[N+](=O)[O-].C[N+](=O)[O-].C[N+](=O)[O-].C[N+](=O)[O-].C[N+](=O)[O-].C[N+](=O)[O-].C[N+](=O)[O-].C[N+](=O)[O-]
LUMO energy (Eh): -0.029

=====

Computed, not measured: a molecular structure, C9H28AlBrCl2O9P in a non-equilibrium geometry, with the ωB97M-V functional and the def2-TZVPD basis.

The geometry in XYZ format:
```
51
Properties=species:S:1:pos:R:3
C 3.0379 0.9613 0.9210
C 2.1147 1.4427 -0.2039
Cl 1.1075 2.7817 0.4570
C 1.2583 0.3316 -0.8586
Cl 2.3690 -1.0046 -1.4203
Al -0.1857 -0.3190 0.4576
C -1.8517 0.8103 0.3030
C -2.0131 1.7635 -0.6783
C -3.1332 2.5548 -0.7606
C -4.1243 2.3488 0.1691
C -4.0057 1.4149 1.1559
C -2.8741 0.6402 1.2221
P -0.5838 -2.6249 0.0742
O -2.1156 -3.0733 0.6153
Br 0.8658 -3.6509 1.5108
H 2.4862 0.6688 1.8149
H 3.6610 1.8188 1.1993
H 3.6510 0.1220 0.5928
H 2.7624 1.8859 -0.9679
H 0.8392 0.7626 -1.7719
H 0.4035 -0.1496 1.9316
H -1.2265 1.9331 -1.4108
H -3.2073 3.3122 -1.5330
H -5.0069 2.9847 0.1138
H -4.7825 1.2758 1.9041
H -2.7496 -0.0912 2.0196
H -2.3999 -2.5635 1.3861
O 1.6446 2.1696 3.8026
H 1.6160 2.7022 2.9964
H 0.7697 2.2810 4.1877
O 4.5772 -2.5791 -3.5717
H 5.0885 -3.0236 -2.8869
H 3.9415 -2.0416 -3.0792
O 3.1118 0.0907 -4.5882
H 2.9891 -0.0443 -3.6393
H 4.0608 -0.0025 -4.7187
O -4.6289 0.8843 3.9048
H -4.1038 0.4414 4.5802
H -5.2842 1.3815 4.4055
O 3.3414 4.3574 5.5740
H 2.9298 3.5725 5.1889
H 4.2576 4.0997 5.7093
O -1.5008 -4.4963 -2.9137
H -1.5505 -4.2189 -1.9885
H -2.0353 -3.8432 -3.3762
O -3.9883 -1.6642 -1.4812
H -3.5002 -2.1266 -0.7869
H -4.6039 -1.1011 -1.0017
O 2.9239 -4.7798 -4.8959
H 3.3719 -4.1562 -4.3080
H 2.2756 -4.2397 -5.3565
```

Computed properties:
Spin multiplicity: 1
LUMO energy (Eh): 0.076
Total charge: -1

=====

Computed, not measured: 10 unconnected molecules or ions with the total composition C9H28B3FIN9O21 in a non-equilibrium geometry, with the ωB97M-V functional and the def2-TZVPD basis.

The geometry in XYZ format:
```
72
Properties=species:S:1:pos:R:3
C 1.3418 1.4683 -1.9279
N -0.0835 1.5722 -1.5180
O -0.9159 1.6808 -2.4018
O -0.3178 1.5410 -0.3217
H 1.3984 1.5106 -3.0136
H 1.8730 2.3066 -1.4808
H 1.7221 0.5176 -1.5585
C 1.9981 2.0400 2.5834
N 3.1186 1.5345 1.7489
O 2.8504 1.1617 0.6204
O 4.2296 1.5293 2.2547
H 1.0783 1.9853 2.0055
H 1.9356 1.4084 3.4680
H 2.2254 3.0702 2.8490
C -8.1353 -7.1153 -1.5704
N -6.9561 -7.2857 -0.6827
O -7.0996 -7.9683 0.3141
O -5.9267 -6.7256 -1.0214
H -8.9739 -7.6647 -1.1482
H -8.3572 -6.0502 -1.6204
H -7.8686 -7.5101 -2.5497
C 0.5748 -0.9806 6.6705
N 0.6629 0.1021 5.6565
O 1.5352 0.9412 5.8056
O -0.1463 0.0713 4.7470
H 1.3522 -0.8267 7.4158
H -0.4130 -0.9247 7.1255
H 0.7185 -1.9277 6.1527
C -1.9808 -4.5398 2.2303
N -3.4040 -4.4475 2.6477
O -4.2390 -4.3461 1.7674
O -3.6298 -4.4804 3.8446
H -1.9307 -4.4982 1.1441
H -1.4533 -3.6965 2.6739
H -1.5916 -5.4879 2.5986
C 6.2884 3.3852 1.3124
N 6.3672 4.4674 0.2970
O 7.2406 5.3088 0.4367
O 5.5500 4.4365 -0.6054
H 7.0722 3.5394 2.0510
H 5.3064 3.4410 1.7755
H 6.4274 2.4378 0.7944
C -1.8267 4.8348 2.0681
N -0.9925 4.1204 3.0687
O -1.5703 3.4534 3.9065
O 0.2164 4.2558 2.9755
H -2.8745 4.6242 2.2713
H -1.6200 5.8993 2.1684
H -1.5432 4.4678 1.0825
C -2.1076 -3.8454 -7.7472
N -1.2147 -4.4952 -6.7526
O -0.7930 -5.6097 -7.0191
O -0.9696 -3.8638 -5.7372
H -2.2376 -4.5173 -8.5929
H -3.0612 -3.6526 -7.2571
H -1.6298 -2.9183 -8.0605
C 6.0264 8.3238 -0.4488
N 4.6033 8.4166 -0.0317
O 3.7657 8.5145 -0.9115
O 4.3776 8.3874 1.1658
H 6.0766 8.3619 -1.5348
H 6.5536 9.1690 -0.0082
H 6.4164 7.3771 -0.0773
F 0.5954 -4.0472 -2.5499
B -0.4493 -3.3946 -3.2502
O -0.4037 -1.9447 -3.3368
B -1.6984 -1.5509 -2.7792
O -2.8856 -2.1192 -3.4084
B -2.7114 -3.5497 -3.1842
I -4.1321 -4.6245 -1.9171
O -1.5467 -4.1599 -3.8168
H -1.7595 -0.8389 -1.8285
```

Computed properties:
Spin multiplicity: 1
Structure (SMILES): C[N+](=O)[O-].C[N+](=O)[O-].C[N+](=O)[O-].C[N+](=O)[O-].C[N+](=O)[O-].C[N+](=O)[O-].C[N+](=O)[O-].C[N+](=O)[O-].C[N+](=O)[O-].FB1OBOB(I)O1
LUMO energy (Eh): -0.003

=====

Computed, not measured: 6 unconnected molecules or ions with the total composition C9H28FO9 in a non-equilibrium geometry, with the ωB97M-V functional and the def2-TZVPD basis.

The geometry in XYZ format:
```
47
Properties=species:S:1:pos:R:3
F -0.3333 -0.2603 -0.5646
C -0.1245 -4.0055 -0.7910
O 0.5346 -2.9579 -1.4583
H 0.2105 -4.2985 0.2077
H -1.2161 -3.9149 -0.6629
H -0.0752 -4.8342 -1.5074
H 0.3792 -2.1460 -0.9430
C -0.4780 0.3466 -4.0062
C -1.9736 0.4252 -3.7397
O -2.2917 -0.3581 -2.5893
O 0.2382 1.0548 -3.0204
H -0.2478 0.7625 -4.9931
H -0.1670 -0.6978 -4.1062
H -2.6386 -0.0293 -4.4931
H -2.3622 1.4522 -3.6771
H -1.5070 -0.3547 -2.0117
H 0.1912 0.5250 -2.2002
C 4.5375 -0.0786 0.6980
C 3.1234 0.4134 0.5996
O 2.1790 -0.4472 1.2624
O 4.7435 -1.2605 -0.0752
H 4.9106 -0.2776 1.7063
H 5.1779 0.7199 0.3014
H 2.8475 0.5228 -0.4510
H 2.9728 1.3748 1.0967
H 1.3757 -0.3454 0.7233
H 5.6754 -1.4006 -0.2426
C -0.8906 -0.2569 2.7161
C -1.6630 -0.5470 3.9964
O -3.0262 -0.8863 3.8361
O -0.8011 -1.4248 1.9329
H 0.1381 0.0131 2.9840
H -1.3608 0.5653 2.1713
H -1.5184 0.3338 4.6340
H -1.1289 -1.3896 4.4533
H -3.3683 -1.1075 4.7037
H -0.6563 -1.1954 0.9978
C -0.5858 3.1007 0.7502
C -1.9055 2.8525 0.0399
O -2.4405 1.5407 0.1824
O 0.4565 2.4969 0.0015
H -0.5743 2.7424 1.7835
H -0.4119 4.1787 0.7184
H -1.8134 3.0044 -1.0433
H -2.6742 3.5542 0.3888
H -1.7215 0.9187 -0.0592
H 0.2644 1.5762 -0.2505
```

Computed properties:
ΔE to the lowest compared entry with this formula, charge and spin (kJ/mol): 38.3
Spin multiplicity: 1
LUMO energy (Eh): 0.111
Total charge: -1

=====

The following frontier orbital gap values (in Eh) correspond, in order, to the records above: 0.3594; 0.2556; 0.3517; 0.3486.
The following calculated total energy values (in eV) correspond, in order, to the records above: -60011.260; -139192.083; -79024.159; -30932.520.
The following HOMO values (in eV) correspond, in order, to the records above: -10.556; -4.884; -9.659; -6.470.